{
  "formula": "C34H48F8O28",
  "method": "ωB97M-V/def2-TZVPD",
  "species": ["C", "C", "O", "C", "O", "O", "F", "H", "H", "H", "C", "C", "O", "C", "O", "O", "F", "H", "H", "H", "C", "C", "O", "C", "O", "O", "F", "H", "H", "H", "C", "C", "O", "C", "O", "O", "F", "H", "H", "H", "C", "C", "O", "C", "O", "O", "F", "H", "H", "H", "C", "C", "O", "C", "O", "O", "F", "H", "H", "H", "C", "C", "O", "C", "O", "O", "F", "H", "H", "H", "C", "C", "O", "C", "O", "O", "F", "H", "H", "H", "C", "C", "C", "O", "C", "H", "H", "H", "H", "H", "H", "H", "H", "C", "C", "C", "O", "C", "H", "H", "H", "H", "H", "H", "H", "H", "C", "O", "H", "H", "H", "H", "C", "O", "H", "H", "H", "H"],
  "positions_angstrom": [[18.66189, 16.29333, 20.20082], [17.58500, 17.31797, 20.30222], [16.52666, 16.57889, 19.67970], [16.73184, 15.29953, 19.65345], [15.89528, 14.46643, 19.40716], [17.94885, 15.10100, 20.11347], [17.79487, 18.40292, 19.67150], [19.24657, 16.30494, 21.12066], [19.35126, 16.56328, 19.40082], [17.27524, 17.57759, 21.31451], [17.55112, 11.79673, 18.62454], [17.80638, 10.29774, 18.67484], [19.21998, 10.25639, 18.69419], [19.72971, 11.43054, 18.26363], [20.90911, 11.64733, 17.96061], [18.75856, 12.25866, 18.08714], [17.35172, 9.69096, 17.65363], [17.45035, 12.13505, 19.65579], [16.76234, 12.06129, 17.92031], [17.32685, 9.85508, 19.54788], [12.13279, 14.33230, 13.92477], [10.72204, 14.61261, 14.19723], [10.62002, 15.95292, 14.59579], [11.84973, 16.25989, 14.99463], [12.01867, 17.28413, 15.68854], [12.76027, 15.34245, 14.74560], [10.20522, 13.86933, 15.19251], [12.26930, 14.49969, 12.85639], [12.37048, 13.28323, 14.10101], [10.09049, 14.55696, 13.31057], [10.69302, 9.11495, 15.69800], [11.20306, 10.42858, 15.03982], [9.93738, 11.08871, 14.81506], [8.92259, 10.23269, 14.83078], [7.72525, 10.54001, 14.65159], [9.36506, 9.01148, 15.26647], [11.69987, 10.21419, 13.79106], [10.84357, 9.02731, 16.77399], [11.20288, 8.30543, 15.17568], [11.94201, 10.92736, 15.66693], [8.21221, 8.83149, 18.83048], [7.15690, 8.96857, 17.79000], [6.90594, 10.36148, 17.78361], [8.03556, 10.97913, 18.27786], [8.28698, 12.18402, 18.25381], [8.83999, 10.07338, 18.72979], [6.07034, 8.33722, 18.21003], [8.92138, 8.03000, 18.62363], [7.77526, 8.69436, 19.81961], [7.47896, 8.54984, 16.83657], [11.65837, 7.90709, 22.80261], [10.46141, 8.27935, 21.83589], [9.54681, 7.23070, 22.08913], [10.16520, 6.21200, 22.71869], [9.65317, 5.16033, 22.93204], [11.44948, 6.53892, 22.94411], [10.80185, 8.22277, 20.58580], [11.40889, 8.36446, 23.76004], [12.65660, 8.22613, 22.50285], [10.07387, 9.28237, 22.01440], [15.93403, 16.09549, 14.13174], [16.38865, 14.76027, 14.59842], [16.61737, 14.08518, 13.41725], [15.96467, 14.68520, 12.44964], [15.77258, 14.33781, 11.30805], [15.32358, 15.77685, 12.94369], [15.47271, 14.19288, 15.40029], [16.71234, 16.84699, 13.99910], [15.17515, 16.51195, 14.79413], [17.29511, 14.78049, 15.20342], [11.36478, 16.98368, 18.91382], [9.91604, 16.94127, 18.72464], [9.43016, 16.55675, 20.00030], [10.36463, 15.86054, 20.62638], [10.19604, 15.31466, 21.66268], [11.56563, 16.03908, 20.00260], [9.57583, 15.97307, 17.86048], [11.68863, 17.96726, 19.25411], [12.04807, 16.67737, 18.12174], [9.50057, 17.90132, 18.41839], [10.29542, 11.93969, 23.85329], [11.42690, 11.99774, 24.77982], [12.58196, 11.29277, 24.07666], [12.01400, 11.00138, 22.75553], [10.96820, 11.85179, 22.48134], [9.57453, 12.74425, 23.99856], [9.73725, 11.01170, 23.97739], [11.20598, 11.47636, 25.71119], [11.72391, 13.02422, 24.99481], [12.80645, 10.34200, 24.56013], [13.44599, 11.95670, 24.04957], [10.35151, 11.43595, 21.68455], [11.22486, 12.80931, 22.02817], [12.52688, 13.39682, 17.61082], [11.79087, 12.93707, 18.85974], [11.88340, 11.43628, 18.78714], [13.20704, 11.25010, 18.29592], [13.60386, 12.34852, 17.48636], [12.92810, 14.41010, 17.63008], [11.89491, 13.33563, 16.72484], [10.77334, 13.31204, 18.96987], [12.32971, 13.25497, 19.75231], [11.17018, 11.02702, 18.07165], [11.69607, 10.87252, 19.70102], [13.54331, 12.23300, 16.40419], [14.47388, 12.84364, 17.91765], [14.84177, 11.70723, 21.05220], [15.19805, 10.60369, 20.27321], [14.16106, 11.43569, 21.85904], [15.75172, 12.16879, 21.43570], [14.26579, 12.42876, 20.47277], [14.51464, 10.45969, 19.61456], [15.09184, 9.95389, 14.86213], [14.55937, 11.01269, 14.12930], [15.77481, 9.36313, 14.25166], [15.67605, 10.31164, 15.70995], [14.25604, 9.33544, 15.18932], [15.23132, 11.68588, 13.99932]],
  "lowdin_spin": [0.00, 0.00, 0.00, 0.00, 0.00, 0.00, 0.00, 0.00, 0.00, 0.00, 0.00, 0.00, 0.00, 0.00, 0.00, 0.00, 0.00, 0.00, 0.00, 0.00, 0.00, 0.00, 0.00, 0.00, 0.00, 0.00, 0.00, 0.00, 0.00, 0.00, 0.00, 0.00, 0.00, 0.00, 0.00, 0.00, 0.00, 0.00, 0.00, 0.00, 0.00, 0.00, 0.00, 0.00, 0.00, 0.00, 0.00, 0.00, 0.00, 0.00, 0.00, 0.00, 0.00, 0.00, 0.00, 0.00, 0.00, 0.00, 0.00, 0.00, 0.00, 0.00, 0.00, 0.00, 0.00, 0.00, 0.00, 0.00, 0.00, 0.00, 0.00, 0.00, 0.00, 0.00, 0.00, 0.00, 0.00, 0.00, 0.00, 0.00, 0.00, 0.00, 0.00, 0.00, 0.00, 0.00, 0.00, 0.00, 0.00, 0.00, 0.00, 0.00, 0.00, 0.01, 0.03, 0.09, 0.59, 0.08, 0.00, 0.01, 0.00, 0.00, 0.06, 0.01, 0.04, 0.04, 0.00, 0.01, 0.00, 0.00, 0.00, 0.00, 0.00, 0.01, 0.00, 0.00, 0.00, 0.00],
  "max_force_ha_per_bohr": 0.129,
  "e_tot_ha": -4229.6210,
  "homo_lumo_gap_ev": [10.267, 3.545],
  "multiplicity": 2,
  "lumo_ev": [-2.49, -9.20],
  "charge": 1,
  "s_squared": 0.754
}

---

{
  "formula": "C3H10NO",
  "method": "ωB97M-V/def2-TZVPD",
  "species": ["C", "C", "C", "O", "N", "H", "H", "H", "H", "H", "H", "H", "H", "H", "H"],
  "positions_angstrom": [[1.04791, -0.18633, -1.27592], [1.11968, -0.44043, 0.13154], [2.19766, 0.39066, 0.86213], [-0.16890, -0.04128, 0.67111], [-3.27859, 0.07578, -0.06428], [1.29315, 0.79708, -1.69841], [0.85249, -0.98742, -1.99339], [1.25430, -1.49882, 0.37291], [1.86630, 0.41568, 1.90681], [2.17934, 1.41628, 0.50668], [3.17391, -0.08338, 0.76079], [-0.77092, 0.22204, -0.05629], [-3.65587, 0.40530, 0.81058], [-3.80890, 0.45450, -0.83484], [-3.30156, -0.93965, -0.09942]],
  "mulliken_charge": [-0.29, 0.55, -1.21, -0.41, -0.71, 0.31, 0.29, 0.29, 0.34, 0.37, 0.37, 0.36, 0.24, 0.24, 0.26],
  "max_force_ha_per_bohr": 0.039,
  "e_tot_ha": -249.9039,
  "homo_lumo_gap_ev": 5.288,
  "lumo_ev": -8.48,
  "charge": 1
}

---

{
  "formula": "C4H11NO2",
  "method": "ωB97M-V/def2-TZVPD",
  "species": ["C", "C", "O", "O", "H", "H", "H", "H", "C", "C", "N", "H", "H", "H", "H", "H", "H", "H"],
  "positions_angstrom": [[0.78263, 0.42319, 1.21526], [-0.16449, 1.37521, 1.87498], [-0.08872, 2.56895, 1.91689], [-1.17302, 0.68904, 2.45794], [1.14665, -0.29998, 1.94249], [1.63598, 0.97620, 0.82898], [0.27430, -0.08106, 0.39686], [-1.95332, 1.20424, 2.62593], [-0.40657, -2.64488, -2.37511], [0.70446, -1.58046, -2.42471], [0.32789, -0.25278, -2.03038], [-1.37068, -2.22327, -2.65485], [-0.48891, -3.04412, -1.36005], [-0.17161, -3.49790, -3.00534], [1.54733, -1.84695, -1.81755], [1.10062, -1.63698, -3.44055], [-0.17286, 0.24990, -2.73190], [0.31423, 0.05494, -1.07812]],
  "mulliken_charge": [-0.53, 0.65, -0.53, -0.45, 0.37, 0.32, -0.05, 0.33, -0.95, -0.39, -0.35, 0.29, 0.24, 0.32, 0.27, 0.35, 0.15, -0.05],
  "max_force_ha_per_bohr": 0.026,
  "e_tot_ha": -364.2313,
  "homo_lumo_gap_ev": 9.533,
  "smiles": "CC(=O)O.CCN",
  "lumo_ev": 0.69,
  "charge": 0
}

---

{
  "formula": "C12H31ClIO2P2Ru",
  "method": "ωB97M-V/def2-TZVPD",
  "species": ["C", "C", "H", "H", "H", "O", "I", "Ru", "P", "C", "C", "H", "H", "H", "H", "H", "H", "C", "H", "H", "H", "P", "C", "C", "H", "H", "H", "C", "H", "H", "H", "H", "H", "H", "Cl", "C", "C", "O", "C", "C", "H", "H", "H", "H", "H", "H", "H", "H", "H", "H"],
  "positions_angstrom": [[-0.06277, 0.40143, -2.93966], [-0.08060, 0.22998, -1.44549], [0.05319, 1.46352, -3.15114], [-0.97740, 0.06544, -3.43601], [0.75695, -0.13428, -3.43568], [-0.04129, 1.15838, -0.66111], [-0.12635, -1.35687, 1.05569], [-0.10855, -1.94295, -1.91080], [2.01857, -1.24512, -1.11167], [2.62578, -0.05060, 0.18505], [2.76942, -2.80437, -0.56575], [3.85842, -2.74785, -0.71140], [4.14669, -0.53307, -2.02983], [2.34679, -3.61490, -1.17357], [3.05004, -1.13671, -3.32676], [2.35612, -0.37591, 1.19938], [2.54237, -2.97907, 0.49305], [3.11721, -0.54262, -2.40746], [3.71932, 0.03056, 0.11316], [2.80705, 0.49231, -2.61681], [2.16391, 0.92550, 0.01298], [-2.18097, -1.30918, -1.21467], [-2.76765, -0.04332, 0.02839], [-3.23947, -0.70915, -2.59312], [-2.55883, -3.67444, -1.16132], [-4.04871, -2.75274, -0.72427], [-2.72078, -2.95479, 0.47376], [-2.95968, -2.82592, -0.58848], [-3.08650, -1.34299, -3.47635], [-4.28556, -0.73867, -2.26436], [-3.80196, 0.23679, -0.21093], [-2.12478, 0.83947, -0.04105], [-2.96664, 0.32968, -2.83378], [-2.70522, -0.43881, 1.05569], [-0.19863, -3.16277, -3.81812], [0.78108, 3.87721, 2.41370], [-0.30539, 3.00314, 1.79145], [-0.21316, 1.63178, 2.16664], [-0.53275, 1.27934, 3.51467], [0.66300, 0.65285, 4.20778], [0.49143, 4.12293, 3.43931], [0.87527, 4.80188, 1.84610], [1.76405, 3.39763, 2.40926], [-1.30971, 3.39413, 2.06416], [-0.18327, 2.94527, 0.70930], [-0.90898, 2.16257, 4.05661], [-1.32127, 0.51609, 3.42374], [1.52218, 1.32930, 4.26114], [0.40322, 0.39293, 5.23298], [0.98482, -0.26301, 3.69563]],
  "lowdin_spin": [0.06, 0.04, 0.02, 0.01, 0.01, -0.01, 0.44, 2.11, 0.08, 0.01, 0.02, 0.00, 0.00, 0.00, 0.00, 0.00, 0.00, 0.02, 0.00, 0.00, 0.00, -0.01, 0.00, 0.00, 0.00, 0.00, 0.00, 0.02, 0.00, 0.00, 0.00, 0.00, 0.00, 0.00, 0.14, 0.08, 0.08, 0.63, 0.08, 0.07, 0.00, 0.01, 0.00, 0.03, 0.00, 0.00, 0.04, 0.00, 0.01, 0.01],
  "max_force_ha_per_bohr": 0.089,
  "e_tot_ha": -2160.5169,
  "homo_lumo_gap_ev": [5.336, 5.309],
  "multiplicity": 5,
  "lumo_ev": [-12.89, -13.59],
  "charge": 3,
  "s_squared": 6.055
}